The following is a quantum chemistry calculation of a 4-piece molecular cluster, C28H38F3NO7S4 overall in a non-equilibrium geometry, from OMol25.

```
! wB97M-V def2-TZVPD RIJCOSX def2/J DEFGRID3
* xyz 0 1
F 3.18476 -1.95185 -2.46091
C 3.79070 -1.27678 -3.49053
F 2.89683 -1.20046 -4.55424
F 4.89465 -1.93695 -3.97546
C 4.20202 0.21355 -3.09433
O 3.56452 0.67513 -1.91907
C 2.15982 0.92168 -2.11753
C 1.84903 2.36201 -2.73692
C 1.62745 2.27996 -4.28576
C 2.65596 2.80548 -5.17028
C 2.44638 2.77491 -6.62490
C 1.19104 2.18983 -7.11959
C 0.15316 1.66196 -6.21063
C 0.35199 1.69563 -4.76347
N -0.57622 1.25834 -3.74170
C -1.43933 0.17064 -4.14431
C -1.90436 -0.72740 -3.06985
C -2.81922 -1.84471 -3.35001
C -3.32035 -2.11639 -4.69899
C -2.84422 -1.22916 -5.78196
C -1.93267 -0.11372 -5.48796
S -1.41169 0.96217 -6.86579
H 4.11110 0.88644 -3.98415
H 5.30601 0.14509 -2.86285
H 1.69068 0.89910 -1.07584
H 1.62882 0.13917 -2.72307
H 0.87703 2.73258 -2.30507
H 2.60786 3.14966 -2.45573
H 3.61281 3.24171 -4.78189
H 3.21297 3.16468 -7.33377
H 1.04953 2.17507 -8.23197
H -1.15895 2.06287 -3.48953
H -1.56880 -0.54823 -2.01874
H -3.15569 -2.46281 -2.48865
H -4.04079 -2.94752 -4.90666
H -3.21134 -1.42583 -6.81846
O -1.12931 -1.01683 0.29834
S -1.01482 -2.40458 -0.08807
O -1.81738 -2.97334 -1.14836
C 0.70448 -2.76421 -0.40595
C 1.25762 -3.18594 0.95013
C 0.19607 -4.10245 1.56658
C -1.16267 -3.42056 1.38103
H 1.19777 -1.88429 -0.81732
H 0.74538 -3.58686 -1.12162
H 2.21952 -3.68987 0.85016
H 1.40053 -2.30707 1.58587
H 0.19953 -5.06447 1.04626
H 0.39584 -4.30016 2.62076
H -1.96232 -4.14582 1.23797
H -1.40065 -2.76638 2.22084
O 1.93314 1.98384 1.59275
S 0.58765 2.25547 1.14760
O 0.21190 2.17874 -0.23936
C -0.53849 1.25528 2.10345
C -0.86237 2.10834 3.32088
C -1.07749 3.52924 2.78773
C 0.06932 3.83482 1.81926
H -0.06808 0.30758 2.35670
H -1.42775 1.08271 1.49595
H -1.74046 1.73473 3.84656
H -0.02044 2.09866 4.01930
H -2.03154 3.57709 2.25500
H -1.11655 4.26258 3.59505
H -0.25135 4.48489 1.00627
H 0.92185 4.27785 2.33443
O -0.97307 -0.59635 4.79312
S -1.84294 -1.16944 5.79260
O -2.84792 -2.14897 5.46129
C -0.83601 -1.79899 7.12663
C -0.67599 -0.61310 8.07068
C -2.05836 0.04122 8.15501
C -2.59692 0.16210 6.72632
H 0.11051 -2.16739 6.73431
H -1.38668 -2.61086 7.60431
H -0.31637 -0.92775 9.05096
H 0.04488 0.09880 7.65841
H -2.72496 -0.59164 8.74736
H -2.01457 1.01610 8.64245
H -3.68022 0.05608 6.69298
H -2.30180 1.10541 6.26599
*
```

Values from the calculation:
**Gap between HOMO and LUMO**: 7.6 eV
**SMILES**: FC(F)(F)COCCc1cccc2c1Nc1ccccc1S2.O=S1(=O)CCCC1.O=S1(=O)CCCC1.O=S1(=O)CCCC1

Per-atom Mulliken charges, elementary charge units: atom 1 (F): -0.193, atom 2 (C): 0.732, atom 3 (F): -0.251, atom 4 (F): -0.282, atom 5 (C): -0.294, atom 6 (O): -0.416, atom 7 (C): 0.649, atom 8 (C): -0.688, atom 9 (C): 0.395, atom 10 (C): -0.366, atom 11 (C): -0.724, atom 12 (C): -0.520, atom 13 (C): 0.453, atom 14 (C): -0.460, atom 15 (N): 0.306, atom 16 (C): -0.251, atom 17 (C): -0.019, atom 18 (C): -0.462, atom 19 (C): -0.641, atom 20 (C): -0.469, atom 21 (C): 0.555, atom 22 (S): -0.367, atom 23 (H): 0.108, atom 24 (H): 0.345, atom 25 (H): -0.524, atom 26 (H): 0.170, atom 27 (H): 0.242, atom 28 (H): 0.472, atom 29 (H): 0.361, atom 30 (H): 0.339, atom 31 (H): 0.303, atom 32 (H): 0.256, atom 33 (H): 0.339, atom 34 (H): 0.426, atom 35 (H): 0.331, atom 36 (H): 0.308, atom 37 (O): -0.586, atom 38 (S): 1.161, atom 39 (O): -0.768, atom 40 (C): -0.006, atom 41 (C): -0.687, atom 42 (C): -0.603, atom 43 (C): -0.622, atom 44 (H): -0.284, atom 45 (H): 0.445, atom 46 (H): 0.408, atom 47 (H): 0.241, atom 48 (H): 0.292, atom 49 (H): 0.363, atom 50 (H): 0.397, atom 51 (H): 0.151, atom 52 (O): -0.804, atom 53 (S): 1.393, atom 54 (O): -0.645, atom 55 (C): -0.626, atom 56 (C): -0.353, atom 57 (C): -0.793, atom 58 (C): -0.848, atom 59 (H): 0.263, atom 60 (H): 0.421, atom 61 (H): 0.124, atom 62 (H): 0.321, atom 63 (H): 0.332, atom 64 (H): 0.386, atom 65 (H): 0.357, atom 66 (H): 0.391, atom 67 (O): -0.509, atom 68 (S): 1.175, atom 69 (O): -0.743, atom 70 (C): -0.760, atom 71 (C): -0.581, atom 72 (C): -0.656, atom 73 (C): -0.584, atom 74 (H): 0.391, atom 75 (H): 0.386, atom 76 (H): 0.353, atom 77 (H): 0.292, atom 78 (H): 0.280, atom 79 (H): 0.353, atom 80 (H): 0.427, atom 81 (H): 0.188

=====

The following is a quantum chemistry calculation of a 3-piece molecular cluster, C28H38IN4O8 overall in a non-equilibrium geometry, from OMol25.

```
! wB97M-V def2-TZVPD RIJCOSX def2/J DEFGRID3
* xyz 1 1
C 6.90488 -1.85006 -2.16606
C 5.36063 -1.92204 -2.53518
C 4.66571 -0.46788 -2.51281
C 3.78186 -0.32314 -1.21709
C 4.62945 -0.32305 0.15408
C 2.73773 0.83006 -1.21481
C 1.38998 0.54528 -0.60933
C 0.98901 -0.84056 0.02151
C -0.15180 -1.54920 -0.83302
C -0.22877 -3.12726 -0.57822
I -0.12597 -1.03838 -2.95692
C 0.32482 1.56173 -0.55533
N 0.58682 2.82644 -1.04059
C 1.81685 3.19734 -1.58260
C 1.90114 4.70545 -2.02669
C 2.93760 2.23299 -1.71918
C 4.28213 2.71937 -2.34495
C 5.41441 3.12159 -1.26130
N 4.87235 3.79454 -0.07315
N 6.33401 2.02221 -0.95028
N 6.23516 4.18154 -1.97671
H 7.41923 -1.08658 -2.80875
H 7.09711 -1.59745 -1.08751
H 7.34177 -2.88112 -2.32560
H 4.82010 -2.52799 -1.76186
H 5.30252 -2.32943 -3.57589
H 5.51400 0.26181 -2.58695
H 3.98731 -0.34102 -3.40476
H 3.18683 -1.28529 -1.16101
H 4.44901 -1.30581 0.69177
H 4.30917 0.48915 0.85864
H 5.73340 -0.30915 -0.05870
H 0.50993 -0.58014 1.01660
H 1.86095 -1.49698 0.26477
H -1.13050 -1.13866 -0.44080
H -0.63477 -3.58451 -1.51794
H 0.78007 -3.51295 -0.27887
H -1.01436 -3.28647 0.21992
H -0.68089 1.33588 -0.11102
H -0.17442 3.51128 -0.97013
H 0.88064 5.18020 -1.92257
H 2.21076 4.71347 -3.11050
H 2.60197 5.28166 -1.36615
H 4.04998 3.70632 -2.85453
H 4.68363 2.06848 -3.16592
H 4.31879 4.57180 -0.45391
H 4.25232 3.18332 0.46620
H 6.87557 1.71824 -1.75735
H 6.93710 2.29002 -0.16471
H 6.13992 3.96875 -2.98264
H 7.21711 3.93441 -1.79205
C -4.50711 -3.89218 1.22184
C -5.77927 -4.11255 1.57042
C -6.22407 -4.01640 2.99339
O -7.39280 -4.20419 3.27051
C -5.21711 -3.70008 4.00735
C -3.94769 -3.48413 3.65903
C -3.50952 -3.55260 2.23359
O -2.34037 -3.32875 1.95369
O -3.00241 -3.19277 4.57944
O -6.71452 -4.42868 0.65715
H -4.17197 -3.95591 0.19532
H -5.54886 -3.65072 5.03524
H -2.17403 -3.08123 4.07679
H -7.54588 -4.53489 1.16008
C -8.00666 0.03719 3.07642
C -8.83512 1.01044 2.68100
C -8.41569 2.02843 1.66972
O -9.20349 2.88583 1.32242
C -7.05290 1.94795 1.13894
C -6.22780 0.97796 1.53793
C -6.65684 -0.05437 2.52769
O -5.87366 -0.93320 2.84887
O -4.96444 0.88329 1.06488
O -10.08162 1.11597 3.17427
H -8.29790 -0.70697 3.80547
H -6.75474 2.69988 0.42123
H -4.58151 0.10109 1.50670
H -10.47425 1.89338 2.73146
*
```

Values from the calculation:
**Gap between HOMO and LUMO**: 7.5 eV

Per-atom Mulliken charges, elementary charge units: atom 1 (C): -1.021, atom 2 (C): -0.516, atom 3 (C): -0.381, atom 4 (C): 0.621, atom 5 (C): -1.249, atom 6 (C): -0.051, atom 7 (C): -0.502, atom 8 (C): -0.838, atom 9 (C): -0.284, atom 10 (C): -0.539, atom 11 (I): 0.017, atom 12 (C): -0.581, atom 13 (N): 0.054, atom 14 (C): 0.341, atom 15 (C): -1.241, atom 16 (C): 0.537, atom 17 (C): -1.468, atom 18 (C): 0.538, atom 19 (N): -0.610, atom 20 (N): -0.453, atom 21 (N): -0.795, atom 22 (H): 0.254, atom 23 (H): 0.244, atom 24 (H): 0.385, atom 25 (H): 0.235, atom 26 (H): 0.334, atom 27 (H): -0.142, atom 28 (H): 0.387, atom 29 (H): 0.658, atom 30 (H): 0.319, atom 31 (H): 0.328, atom 32 (H): 0.206, atom 33 (H): 0.452, atom 34 (H): 0.240, atom 35 (H): 0.412, atom 36 (H): 0.338, atom 37 (H): 0.293, atom 38 (H): -0.048, atom 39 (H): 0.504, atom 40 (H): 0.342, atom 41 (H): 0.349, atom 42 (H): 0.385, atom 43 (H): 0.262, atom 44 (H): 0.466, atom 45 (H): 0.579, atom 46 (H): 0.204, atom 47 (H): 0.302, atom 48 (H): 0.298, atom 49 (H): 0.290, atom 50 (H): 0.266, atom 51 (H): 0.351, atom 52 (C): -0.808, atom 53 (C): 0.295, atom 54 (C): 0.880, atom 55 (O): -0.634, atom 56 (C): -0.765, atom 57 (C): 0.272, atom 58 (C): 0.957, atom 59 (O): -0.667, atom 60 (O): -0.595, atom 61 (O): -0.578, atom 62 (H): 0.467, atom 63 (H): 0.417, atom 64 (H): 0.324, atom 65 (H): 0.348, atom 66 (C): -1.018, atom 67 (C): 0.425, atom 68 (C): 0.886, atom 69 (O): -0.588, atom 70 (C): -0.871, atom 71 (C): 0.286, atom 72 (C): 0.981, atom 73 (O): -0.482, atom 74 (O): -0.583, atom 75 (O): -0.560, atom 76 (H): 0.462, atom 77 (H): 0.425, atom 78 (H): 0.307, atom 79 (H): 0.351

=====

The following is a quantum chemistry calculation of C28H38IrN4OP2 as an isolated structure in a non-equilibrium geometry, from OMol25.

```
! wB97M-V def2-TZVPD RIJCOSX def2/J DEFGRID3
* xyz 2 6
Ir 0.65136 -1.83945 1.71828
C -1.39156 2.18158 4.26408
C -2.12183 1.98523 3.12541
C -1.49788 2.15200 1.76701
C -0.39731 1.17126 1.32653
C 0.97462 1.27850 1.97873
C 1.41962 1.98009 3.03968
C 0.78044 3.26093 3.39476
C -0.05389 2.86955 4.58601
C 2.11228 -3.47732 2.57341
H -2.19481 2.67087 4.97961
H -3.21312 1.72896 3.22816
H -1.08938 3.17377 1.56180
H -2.32796 1.92826 1.11023
H -0.95186 0.18649 1.41699
H -0.16960 1.39149 0.25465
H 1.67229 0.45928 1.55438
H 2.26230 1.60145 3.68251
H 0.24466 3.56740 2.49707
H 1.51618 4.04060 3.60871
H 0.48127 2.24122 5.33928
H -0.23031 3.78426 5.21663
H 2.73985 -3.12914 3.44841
H 2.87120 -4.02699 1.94560
H 1.48872 -4.31746 2.98599
P 1.53548 -1.18172 -0.56332
P -2.31882 -0.02001 -0.79033
N 2.88842 -0.04049 -1.12084
N 2.15215 -2.34989 -1.78251
N -2.26666 1.38920 -1.87492
N -3.68191 -0.80262 -1.69038
C 0.36841 -0.33847 -1.67209
C -1.04833 -0.97063 -1.64502
C 4.03944 0.12573 -0.35398
C 4.95142 0.92871 -1.05330
C 4.34800 1.22178 -2.32220
C 3.08309 0.62299 -2.34492
C 2.45709 -3.65430 -1.45119
C 2.83269 -4.37152 -2.57499
C 2.72488 -3.46380 -3.67644
C 2.32580 -2.23390 -3.18139
C -2.93580 2.55690 -1.44019
C -2.60617 3.59505 -2.31052
C -1.68746 3.05367 -3.31346
C -1.60680 1.67036 -3.10179
C -4.65466 -0.24986 -2.54489
C -5.47138 -1.25260 -3.02762
C -5.04186 -2.48610 -2.44039
C -3.94777 -2.17470 -1.63052
H 0.70442 -0.39307 -2.71745
H 0.42171 0.73938 -1.47036
H -1.32780 -1.09807 -2.71972
H -1.05333 -1.94355 -1.09346
H 4.04917 -0.30211 0.62959
H 5.92734 1.25374 -0.68512
H 4.78046 1.85560 -3.10152
H 2.33311 0.67598 -3.15048
H 2.35908 -3.94941 -0.43020
H 3.11381 -5.42883 -2.63667
H 2.92458 -3.67380 -4.73009
H 2.11697 -1.31325 -3.74234
H -3.58157 2.50327 -0.56562
H -2.93120 4.63190 -2.20483
H -1.16359 3.62878 -4.09611
H -1.11429 0.90614 -3.74599
H -4.61688 0.79454 -2.83448
H -6.30516 -1.13255 -3.72974
H -5.48248 -3.45663 -2.58561
H -3.29810 -2.82516 -1.09525
C 0.43369 -1.56681 4.89413
O 0.64995 -1.59618 3.53605
H 1.04501 -0.81641 5.39513
H 0.62597 -2.54610 5.28592
H -0.62542 -1.38403 4.89751
*
```

Values from the calculation:
**Expectation value of S²**: 8.786
**Gap between HOMO and LUMO (spin up / spin down)**: 4.8 / 2.5 eV
**Energy above the lowest of the compared OMol25 structures with the same formula, charge and spin**: 85.6 kcal/mol

Per-atom Mulliken charges, elementary charge units: atom 1 (Ir): 1.451, atom 2 (C): -0.759, atom 3 (C): -0.767, atom 4 (C): -0.374, atom 5 (C): 1.377, atom 6 (C): -0.022, atom 7 (C): -0.779, atom 8 (C): -0.618, atom 9 (C): -0.602, atom 10 (C): -1.362, atom 11 (H): 0.262, atom 12 (H): 0.421, atom 13 (H): 0.701, atom 14 (H): -0.070, atom 15 (H): 0.261, atom 16 (H): -0.405, atom 17 (H): -0.436, atom 18 (H): 0.457, atom 19 (H): 0.183, atom 20 (H): 0.458, atom 21 (H): 0.348, atom 22 (H): 0.437, atom 23 (H): 0.344, atom 24 (H): 0.348, atom 25 (H): 0.504, atom 26 (P): -0.016, atom 27 (P): 0.158, atom 28 (N): 0.414, atom 29 (N): 0.542, atom 30 (N): 0.641, atom 31 (N): 0.376, atom 32 (C): -1.033, atom 33 (C): -1.721, atom 34 (C): -0.313, atom 35 (C): -0.689, atom 36 (C): -0.763, atom 37 (C): 0.121, atom 38 (C): -0.229, atom 39 (C): -0.701, atom 40 (C): -0.564, atom 41 (C): -0.251, atom 42 (C): -0.476, atom 43 (C): -0.815, atom 44 (C): -0.645, atom 45 (C): -0.421, atom 46 (C): -0.401, atom 47 (C): -0.537, atom 48 (C): -0.641, atom 49 (C): -0.400, atom 50 (H): 0.122, atom 51 (H): 1.260, atom 52 (H): 0.385, atom 53 (H): 0.717, atom 54 (H): 0.518, atom 55 (H): 0.468, atom 56 (H): 0.469, atom 57 (H): 0.453, atom 58 (H): 0.256, atom 59 (H): 0.435, atom 60 (H): 0.444, atom 61 (H): 0.286, atom 62 (H): 0.509, atom 63 (H): 0.464, atom 64 (H): 0.432, atom 65 (H): 0.402, atom 66 (H): 0.340, atom 67 (H): 0.410, atom 68 (H): 0.454, atom 69 (H): 0.332, atom 70 (C): -0.662, atom 71 (O): -0.416, atom 72 (H): 0.282, atom 73 (H): 0.353, atom 74 (H): 0.291